Entry 1:
113
Properties=species:S:1:pos:R:3:lowdin_charge:R:1 method="wB97M-V/def2-TZVPD" homo_ev=-8.27 homo_lumo_gap_ha=0.300 smiles=CCCCCc1cc(N)cc2nccnc12.CCCCCC.CCCCCC.CCCCCC.CCCCCC energy_ha=-1617.8962
C -7.997 -1.891 2.897 -0.109
C -8.263 -3.148 3.719 -0.253
C -7.354 -4.350 3.427 -0.197
C -7.032 -4.637 1.947 -0.188
C -5.523 -4.794 1.712 -0.150
C -4.713 -3.546 1.933 -0.161
C -3.760 -3.516 2.933 0.025
C -3.004 -2.353 3.213 -0.305
N -2.032 -2.350 4.222 0.094
C -3.226 -1.220 2.456 0.022
C -4.166 -1.213 1.404 -0.210
N -4.308 -0.064 0.674 0.143
C -5.154 -0.172 -0.312 -0.120
C -5.896 -1.335 -0.599 -0.127
N -5.804 -2.423 0.108 0.155
C -4.914 -2.381 1.134 -0.198
H -8.621 -1.086 3.282 0.069
H -8.296 -2.035 1.864 0.061
H -6.966 -1.559 2.968 0.069
H -9.312 -3.418 3.643 0.101
H -8.113 -2.880 4.766 0.099
H -7.869 -5.228 3.813 0.102
H -6.438 -4.253 4.005 0.099
H -7.463 -3.918 1.264 0.080
H -7.466 -5.601 1.688 0.105
H -5.193 -5.525 2.449 0.109
H -5.315 -5.227 0.736 0.110
H -3.607 -4.402 3.533 0.115
H -2.094 -1.544 4.823 0.091
H -2.023 -3.199 4.765 0.081
H -2.661 -0.320 2.648 0.114
H -5.295 0.694 -0.945 0.108
H -6.582 -1.318 -1.434 0.108
C -0.224 5.619 -0.180 -0.106
C 0.282 4.307 -0.773 -0.275
C -0.651 3.713 -1.826 -0.227
C -2.042 3.339 -1.313 -0.226
C -2.057 2.351 -0.148 -0.267
C -1.435 1.003 -0.493 -0.106
H -1.167 5.485 0.352 0.065
H 0.497 6.025 0.530 0.069
H -0.380 6.365 -0.962 0.075
H 0.454 3.585 0.030 0.098
H 1.256 4.484 -1.237 0.087
H -0.174 2.829 -2.261 0.099
H -0.761 4.429 -2.647 0.110
H -2.613 2.914 -2.146 0.108
H -2.578 4.246 -1.016 0.101
H -3.091 2.191 0.160 0.082
H -1.544 2.780 0.718 0.100
H -1.945 0.547 -1.341 0.056
H -1.509 0.318 0.352 0.055
H -0.376 1.103 -0.745 0.066
C 7.371 3.303 -3.777 -0.110
C 6.598 2.215 -3.038 -0.267
C 5.116 2.158 -3.406 -0.224
C 4.326 3.427 -3.083 -0.223
C 4.381 3.854 -1.619 -0.261
C 3.798 2.821 -0.660 -0.104
H 7.000 4.300 -3.530 0.065
H 8.429 3.273 -3.512 0.068
H 7.292 3.171 -4.858 0.074
H 6.712 2.356 -1.959 0.071
H 7.048 1.245 -3.265 0.107
H 4.660 1.303 -2.899 0.102
H 5.023 1.955 -4.478 0.109
H 3.281 3.268 -3.371 0.107
H 4.685 4.251 -3.706 0.102
H 3.826 4.790 -1.510 0.100
H 5.413 4.077 -1.331 0.086
H 2.758 2.602 -0.905 0.059
H 3.830 3.197 0.364 0.067
H 4.361 1.886 -0.684 0.064
C -2.297 -6.713 -3.319 -0.113
C -1.471 -5.439 -3.162 -0.270
C -1.715 -4.716 -1.839 -0.224
C -3.149 -4.230 -1.626 -0.223
C -3.677 -3.287 -2.706 -0.260
C -2.887 -1.990 -2.812 -0.104
H -3.367 -6.502 -3.328 0.064
H -2.055 -7.217 -4.256 0.068
H -2.095 -7.410 -2.503 0.074
H -1.673 -4.768 -4.001 0.097
H -0.410 -5.695 -3.226 0.103
H -1.027 -3.869 -1.766 0.103
H -1.451 -5.387 -1.015 0.110
H -3.200 -3.722 -0.657 0.096
H -3.821 -5.090 -1.548 0.100
H -4.716 -3.048 -2.471 0.084
H -3.693 -3.793 -3.676 0.101
H -2.885 -1.466 -1.855 0.048
H -3.329 -1.326 -3.558 0.075
H -1.850 -2.166 -3.103 0.071
C 7.500 1.388 4.345 -0.112
C 7.011 2.672 3.683 -0.269
C 6.404 2.450 2.299 -0.234
C 7.358 1.871 1.254 -0.223
C 8.616 2.697 0.997 -0.261
C 8.322 4.095 0.459 -0.101
H 8.306 0.922 3.777 0.065
H 7.881 1.591 5.347 0.068
H 6.688 0.664 4.437 0.074
H 7.834 3.390 3.623 0.098
H 6.252 3.132 4.322 0.104
H 5.997 3.397 1.932 0.095
H 5.548 1.774 2.394 0.110
H 6.810 1.761 0.312 0.087
H 7.651 0.859 1.548 0.104
H 9.236 2.164 0.272 0.104
H 9.212 2.772 1.910 0.098
H 7.748 4.041 -0.470 0.053
H 9.249 4.630 0.247 0.071
H 7.755 4.693 1.174 0.069


Entry 2:
136
Properties=species:S:1:pos:R:3:lowdin_charge:R:1 method="wB97M-V/def2-TZVPD" homo_ev=-9.36 homo_lumo_gap_ha=0.362 smiles="COC(=O)OC.COC(=O)OC.COC(=O)OC.COC(=O)OC.COC(=O)OC.COC(=O)OC.COC(=O)OC.C1CCOC1.C1CCOC1.C1CCOC1.C1CCOC1" de_lowest_kcal_mol=90.2 energy_ha=-3334.9969
C -5.878 12.629 0.183 -0.178
C -4.587 13.234 -0.272 -0.145
C -4.966 14.692 -0.481 -0.229
O -5.897 14.975 0.509 -0.092
C -6.734 13.827 0.505 -0.216
H -5.761 11.985 1.055 0.109
H -6.332 11.960 -0.548 0.076
H -4.182 12.713 -1.139 0.118
H -3.886 13.357 0.553 0.118
H -5.429 14.756 -1.465 0.105
H -4.091 15.328 -0.351 0.129
H -7.691 13.882 -0.013 0.097
H -7.105 13.648 1.514 0.110
C -16.684 14.234 -2.997 -0.181
C -15.454 13.396 -2.631 -0.161
C -15.217 13.802 -1.190 -0.193
O -16.174 14.844 -0.900 -0.171
C -17.364 14.870 -1.788 -0.137
H -17.308 13.492 -3.493 0.108
H -16.474 15.092 -3.635 0.109
H -14.688 13.666 -3.358 0.087
H -15.477 12.307 -2.619 0.111
H -14.244 14.292 -1.217 0.108
H -15.255 12.976 -0.481 0.121
H -17.738 15.850 -2.085 0.115
H -18.176 14.225 -1.454 0.110
C -11.604 16.707 0.617 -0.125
C -10.803 16.748 1.981 -0.157
C -9.515 16.058 1.645 -0.188
O -9.828 15.090 0.575 -0.153
C -10.990 15.515 -0.156 -0.185
H -11.558 17.650 0.071 0.101
H -12.671 16.525 0.748 0.083
H -11.278 16.275 2.841 0.103
H -10.773 17.797 2.277 0.106
H -9.109 15.742 2.606 0.115
H -8.764 16.787 1.339 0.114
H -11.645 14.644 -0.180 0.095
H -10.758 15.724 -1.200 0.107
C -11.921 10.456 -1.981 -0.143
C -10.563 9.785 -2.157 -0.146
C -9.660 10.960 -2.417 -0.182
O -10.312 12.110 -1.851 -0.138
C -11.581 11.775 -1.409 -0.245
H -12.650 9.840 -1.455 0.117
H -12.383 10.715 -2.934 0.116
H -10.408 8.927 -2.811 0.104
H -10.290 9.445 -1.158 0.096
H -9.642 11.180 -3.485 0.106
H -8.709 10.830 -1.901 0.090
H -12.281 12.541 -1.745 0.112
H -11.483 11.762 -0.324 0.115
C -9.662 6.456 -1.821 -0.099
O -9.814 5.272 -2.472 -0.021
C -10.590 4.202 -1.982 -0.519
O -11.420 4.305 -1.098 0.108
O -10.407 3.141 -2.738 0.017
C -11.175 1.997 -2.402 -0.037
H -10.549 7.062 -2.005 0.085
H -8.845 6.944 -2.352 0.098
H -9.358 6.376 -0.777 0.094
H -10.939 1.589 -1.419 0.100
H -11.043 1.257 -3.191 0.100
H -12.222 2.291 -2.331 0.097
C -12.039 13.966 -5.319 -0.027
O -11.144 12.994 -5.881 -0.053
C -11.585 11.943 -6.643 -0.520
O -12.746 11.708 -6.789 0.146
O -10.556 11.284 -7.327 -0.018
C -9.267 11.297 -6.762 -0.074
H -12.401 14.602 -6.126 0.099
H -11.577 14.580 -4.546 0.090
H -12.913 13.504 -4.858 0.071
H -8.929 12.311 -6.553 0.088
H -8.615 10.749 -7.441 0.101
H -9.272 10.828 -5.777 0.076
C -2.410 8.901 1.061 -0.064
O -3.720 9.263 0.745 -0.004
C -4.120 9.293 -0.537 -0.528
O -3.416 9.402 -1.531 0.107
O -5.495 9.372 -0.512 -0.019
C -6.279 9.685 -1.671 -0.045
H -2.467 8.447 2.050 0.094
H -1.785 9.792 1.121 0.100
H -1.935 8.126 0.459 0.100
H -5.740 9.290 -2.533 0.096
H -6.608 10.699 -1.895 0.046
H -7.192 9.090 -1.650 0.085
C -7.694 14.002 -3.015 -0.029
O -6.440 13.654 -3.556 0.012
C -6.226 12.479 -4.088 -0.554
O -7.048 11.520 -4.083 0.053
O -4.955 12.471 -4.466 0.020
C -4.348 11.316 -5.052 -0.029
H -7.642 15.022 -2.634 0.106
H -7.891 13.326 -2.182 0.075
H -8.605 13.933 -3.609 0.098
H -5.112 10.614 -5.385 0.088
H -3.726 10.654 -4.450 0.090
H -3.754 11.618 -5.916 0.094
C -10.761 6.689 1.844 -0.010
O -9.751 7.672 1.663 0.014
C -9.999 8.934 1.600 -0.535
O -11.125 9.456 1.441 0.068
O -8.806 9.621 1.801 -0.017
C -8.727 11.021 1.727 -0.031
H -10.296 5.917 2.458 0.099
H -10.836 6.175 0.886 0.070
H -11.706 6.990 2.297 0.107
H -7.792 11.401 2.141 0.095
H -9.631 11.405 2.200 0.070
H -8.850 11.298 0.680 0.094
C -14.348 6.689 -0.762 -0.077
O -14.636 7.412 -1.872 -0.025
C -15.430 6.872 -2.817 -0.524
O -15.896 5.721 -2.710 0.090
O -15.544 7.733 -3.840 0.017
C -16.065 7.252 -5.035 -0.078
H -13.807 7.431 -0.175 0.099
H -13.756 5.800 -0.980 0.093
H -15.327 6.430 -0.360 0.105
H -16.463 8.019 -5.699 0.095
H -16.891 6.543 -4.990 0.095
H -15.277 6.765 -5.610 0.100
C -15.277 15.474 2.233 -0.046
O -14.050 14.742 2.097 -0.050
C -13.957 13.429 2.525 -0.517
O -14.883 12.625 2.716 0.096
O -12.644 13.177 2.627 -0.018
C -12.274 11.910 3.063 -0.053
H -15.160 16.527 1.977 0.091
H -15.609 15.455 3.271 0.093
H -16.077 15.094 1.598 0.078
H -12.336 11.269 2.184 0.078
H -12.883 11.662 3.932 0.110
H -11.196 11.918 3.220 0.078


Entry 3:
135
Properties=species:S:1:pos:R:3:lowdin_charge:R:1 method="wB97M-V/def2-TZVPD" homo_ev=-10.20 homo_lumo_gap_ha=0.264 total_charge=+1 energy_ha=-2889.1720
C 5.184 -1.021 4.583 -0.116
O 4.510 -1.017 3.336 -0.199
C 3.175 -1.468 3.464 -0.235
C 2.319 -0.684 2.412 -0.165
C 0.825 -1.140 2.413 -0.133
C -0.168 -0.218 1.612 -0.247
C 0.479 0.817 0.667 -0.113
N 0.716 2.149 1.294 0.104
C 0.510 2.168 2.667 -0.284
N 1.221 3.038 3.326 0.113
F 1.100 3.184 4.647 0.091
N -0.386 1.405 3.407 0.157
C -1.179 0.552 2.498 -0.215
C -2.217 -0.348 3.185 -0.247
C -2.887 0.134 4.353 -0.029
C -3.914 -0.580 5.079 -0.011
C -4.188 -1.894 4.498 -0.011
C -3.404 -2.246 3.349 -0.126
N -2.480 -1.558 2.689 0.108
H 6.214 -0.603 4.508 0.097
H 5.247 -2.084 4.931 0.103
H 4.648 -0.403 5.347 0.078
H 2.753 -1.198 4.469 0.120
H 3.082 -2.575 3.323 0.143
H 2.486 0.408 2.556 0.105
H 2.732 -0.947 1.415 0.124
H 0.788 -2.157 1.964 0.132
H 0.426 -1.255 3.453 0.117
H -0.774 -0.896 0.965 0.147
H 1.406 0.464 0.160 0.134
H -0.248 0.980 -0.170 0.144
H 0.243 2.908 0.815 0.151
H 1.874 3.618 2.811 0.163
H 0.130 0.839 4.085 0.160
H -1.732 1.254 1.822 0.172
H -2.595 1.136 4.729 0.102
H -4.431 -0.187 5.963 0.103
H -4.961 -2.573 4.930 0.068
H -3.604 -3.260 2.947 0.119
C 2.107 -0.941 -4.124 -0.388
O 2.304 -1.439 -3.028 -0.026
N 2.976 -0.191 -4.797 -0.181
C 2.652 0.356 -6.096 -0.054
C 4.278 0.081 -4.214 -0.032
H 1.155 -1.082 -4.658 0.135
H 3.368 -0.021 -6.830 0.094
H 2.710 1.439 -6.054 0.049
H 1.646 0.065 -6.395 0.087
H 4.798 -0.862 -4.035 0.092
H 4.147 0.592 -3.258 0.087
H 4.869 0.702 -4.883 0.090
C 1.023 3.735 -4.794 -0.326
O 1.640 2.971 -5.518 -0.006
N 1.556 4.743 -4.080 -0.186
C 0.731 5.616 -3.257 -0.048
C 2.989 4.972 -4.141 -0.032
H -0.068 3.655 -4.671 0.112
H 0.840 6.640 -3.615 0.095
H 1.053 5.561 -2.216 0.063
H -0.317 5.324 -3.321 0.088
H 3.280 5.168 -5.174 0.096
H 3.513 4.078 -3.796 0.088
H 3.263 5.820 -3.516 0.088
C -5.265 -4.696 6.395 -0.337
O -5.790 -4.118 5.459 -0.024
N -5.685 -4.645 7.666 -0.194
C -5.009 -5.361 8.731 -0.049
C -6.857 -3.846 7.987 -0.031
H -4.373 -5.327 6.260 0.140
H -5.707 -6.062 9.193 0.094
H -4.663 -4.647 9.481 0.092
H -4.154 -5.913 8.345 0.086
H -7.712 -4.215 7.418 0.097
H -6.674 -2.808 7.705 0.091
H -7.074 -3.902 9.051 0.089
C 4.233 -1.867 8.293 -0.383
O 3.871 -3.014 8.176 0.019
N 5.321 -1.458 8.974 -0.201
C 5.691 -0.060 9.068 -0.061
C 6.150 -2.453 9.633 -0.036
H 3.674 -1.035 7.831 0.121
H 6.687 0.078 8.641 0.090
H 5.703 0.238 10.119 0.091
H 4.982 0.566 8.528 0.079
H 6.525 -3.160 8.891 0.094
H 5.547 -3.000 10.360 0.095
H 6.986 -1.975 10.139 0.088
C 1.886 7.991 0.317 -0.334
O 1.634 7.664 -0.823 0.026
N 1.760 7.242 1.438 -0.197
C 2.086 7.784 2.745 -0.050
C 1.293 5.877 1.368 -0.063
H 2.250 9.006 0.541 0.137
H 2.881 7.184 3.195 0.090
H 1.199 7.748 3.381 0.093
H 2.423 8.815 2.662 0.089
H 1.976 5.294 0.741 0.097
H 0.296 5.847 0.919 0.102
H 1.257 5.451 2.368 0.055
C 2.229 -4.252 -5.748 -0.359
O 1.975 -4.416 -6.920 0.016
N 2.076 -5.181 -4.783 -0.197
C 2.402 -4.917 -3.394 -0.055
C 1.568 -6.492 -5.149 -0.043
H 2.620 -3.293 -5.371 0.119
H 3.173 -5.619 -3.068 0.088
H 1.505 -5.052 -2.784 0.090
H 2.769 -3.899 -3.267 0.063
H 2.237 -6.946 -5.881 0.093
H 0.581 -6.383 -5.601 0.092
H 1.500 -7.130 -4.271 0.084
C -3.407 1.987 -4.662 -0.357
O -2.664 2.216 -3.720 -0.021
N -3.007 1.757 -5.922 -0.192
C -3.946 1.491 -6.999 -0.056
C -1.586 1.777 -6.208 -0.035
H -4.501 1.952 -4.542 0.134
H -3.733 0.508 -7.422 0.088
H -3.829 2.253 -7.771 0.097
H -4.971 1.508 -6.636 0.075
H -1.089 1.020 -5.597 0.093
H -1.187 2.753 -5.946 0.061
H -1.404 1.576 -7.261 0.096
C -6.169 -0.397 -9.196 -0.361
O -6.508 0.520 -8.479 0.005
N -6.316 -1.703 -8.906 -0.201
C -5.884 -2.748 -9.816 -0.055
C -6.926 -2.076 -7.642 -0.039
H -5.696 -0.223 -10.177 0.135
H -6.744 -3.362 -10.091 0.091
H -5.138 -3.372 -9.319 0.090
H -5.448 -2.321 -10.717 0.084
H -7.932 -1.657 -7.590 0.095
H -6.336 -1.666 -6.821 0.089
H -6.977 -3.159 -7.551 0.087


The strongest force on any atom results, record by record, are as follows: 0.76; 5.15; 3.88 eV Å⁻¹.